# 1
Density functional theory data (ωB97M-V with the def2-TZVPD basis set) for a molecular structure, C4H14N3 at a distorted geometry.

Values from the calculation:
ΔE to the lowest compared entry with this formula, charge and spin	36.96	kcal per mole
HOMO-LUMO gap	0.383	hartree
net charge	+1
max |F|	1.01	eV/A
2S+1	1
HOMO energy	-0.48802	Eh

```
21
Properties=species:S:1:pos:R:3:forces:R:3
C -0.154 -1.586 1.143 -0.15 -0.26 0.38
C 0.189 -1.985 2.355 0.22 0.10 -0.32
N 0.705 -1.788 -0.004 0.57 -0.34 -0.36
H -1.068 -1.065 0.898 -0.15 -0.09 0.08
H -0.473 -1.913 3.200 -0.08 0.28 0.05
H 1.177 -2.394 2.535 -0.08 -0.23 0.03
H 1.598 -2.205 0.265 0.08 0.37 0.34
H 0.348 -2.525 -0.613 -0.52 0.25 -0.09
H 0.912 -0.705 -0.720 0.24 -0.17 -0.36
C 0.483 1.495 -0.717 -0.07 -0.16 -0.15
C -1.025 1.444 -0.945 -0.83 0.00 0.56
N -1.712 1.460 0.372 0.04 0.13 -0.45
N 1.184 0.358 -1.402 -0.03 0.69 0.60
H 0.924 2.438 -1.033 -0.06 0.01 -0.05
H 0.671 1.374 0.350 0.04 0.02 0.02
H -1.408 2.248 -1.576 0.45 0.13 -0.17
H -1.341 0.522 -1.446 0.29 -0.07 0.01
H -2.703 1.628 0.212 0.02 -0.23 0.06
H -1.414 2.287 0.876 0.10 0.04 0.15
H 0.924 0.353 -2.379 -0.07 -0.22 -0.25
H 2.183 0.559 -1.371 -0.01 -0.26 -0.06
```
Forces are in eV/Å.



# 2
Density functional theory data (ωB97M-V with the def2-TZVPD basis set) for a molecular structure, C4H9O4Yb at a distorted geometry.

Values from the calculation:
ΔE to the lowest compared entry with this formula, charge and spin	0.00	kcal per mole
HOMO-LUMO gap (spin up / spin down)	0.090 / 0.092	hartree
net charge	0
max |F|	3.07	eV/A
2S+1	2
HOMO energy (spin up / spin down)	-0.19561 / -0.19886	Eh

```
18
Properties=species:S:1:pos:R:3:forces:R:3
C -3.169 0.725 0.322 1.12 -1.31 0.26
O -2.368 -0.063 -0.462 0.79 0.13 -0.74
H -4.069 1.077 -0.202 -0.19 0.24 0.21
H -3.428 0.122 1.217 -0.75 0.40 0.15
H -2.601 1.577 0.738 -0.22 0.66 0.02
O 3.110 -1.836 -0.418 0.89 0.40 -0.63
O 1.718 1.369 -1.275 2.93 -0.93 -0.01
C 0.513 1.370 -0.627 -2.02 -0.76 1.33
C 0.148 -0.046 -0.033 0.99 1.42 0.09
O 1.503 -0.653 0.680 1.57 1.46 -0.80
C 2.018 -1.974 0.397 -1.67 -0.55 0.52
Yb 3.263 0.178 -0.601 -2.30 0.13 0.14
H -0.320 1.639 -1.303 0.22 -0.25 0.35
H 0.485 2.075 0.229 0.21 -0.02 -0.43
H 0.062 -0.722 -0.901 -1.09 -0.21 1.16
H -0.338 0.150 0.937 -0.87 -1.21 -1.30
H 2.270 -2.426 1.376 0.01 0.19 -0.45
H 1.204 -2.563 -0.074 0.38 0.23 0.11
```
Forces are in eV/Å.



# 3
Density functional theory data (ωB97M-V with the def2-TZVPD basis set) for a molecular structure, C25H41BrN2P2Pd at a distorted geometry.

Values from the calculation:
ΔE to the lowest compared entry with this formula, charge and spin	17.17	kcal per mole
HOMO-LUMO gap (spin up / spin down)	0.222 / 0.188	hartree
net charge	+4
max |F|	4.18	eV/A
2S+1	5
HOMO energy (spin up / spin down)	-0.70603 / -0.75640	Eh

```
72
Properties=species:S:1:pos:R:3:forces:R:3
C -3.738 -1.055 -1.969 0.78 0.98 -0.23
C -2.453 -0.476 -2.153 -1.55 1.07 -0.13
C -2.367 0.801 -2.775 -0.61 -1.03 0.62
C -3.561 1.472 -3.052 -0.44 1.60 -0.78
N -4.756 0.947 -2.784 3.46 -2.25 0.68
C -4.859 -0.288 -2.299 -1.82 -0.23 0.02
C -1.324 -1.139 -1.635 2.75 -1.97 0.84
C -0.362 -1.894 -1.318 -2.27 1.35 -1.98
C 0.580 -2.855 -1.846 0.31 0.15 0.14
C 1.668 -3.243 -1.063 1.27 -0.45 0.10
C 2.753 -3.899 -1.640 -0.57 0.45 1.39
C 2.662 -4.260 -2.984 1.65 -1.24 -1.13
C 1.540 -3.965 -3.773 -1.21 0.51 -0.05
C 0.494 -3.245 -3.197 0.42 -0.33 -0.67
Pd 0.192 -0.865 0.536 -0.48 -0.04 -0.61
P -1.473 0.439 1.439 -1.23 1.10 1.22
H -1.400 1.253 -3.001 -0.47 0.08 0.00
H -3.842 -2.052 -1.540 -0.27 0.33 -0.17
H -3.530 2.473 -3.490 -0.10 -0.13 0.00
H -5.857 -0.701 -2.140 0.02 0.12 -0.08
H -0.370 -2.932 -3.787 0.32 -0.24 0.09
H 1.688 -2.966 -0.005 0.20 -0.12 -0.58
H 1.505 -4.283 -4.810 -0.05 0.08 0.10
H 3.643 -4.128 -1.061 -0.16 -0.06 -0.09
C -1.057 0.818 3.190 0.34 -0.35 -0.19
C -1.691 2.071 3.789 -0.21 0.36 0.24
H 0.041 0.872 3.243 -0.24 0.01 0.14
H -1.366 -0.072 3.761 0.17 0.14 -0.11
H -1.313 2.191 4.813 -0.07 0.02 -0.26
H -1.440 2.984 3.233 -0.01 -0.24 0.15
H -2.784 1.994 3.857 0.42 0.06 -0.03
C -1.768 2.020 0.555 0.42 -0.02 -0.28
C -3.149 2.666 0.696 -0.25 0.31 0.01
H -1.571 1.810 -0.509 0.07 0.15 0.27
H -0.983 2.719 0.890 -0.21 -0.24 -0.11
H -3.139 3.631 0.170 0.03 -0.25 0.14
H -3.942 2.057 0.236 0.20 0.09 0.23
H -3.415 2.876 1.741 0.10 -0.06 -0.46
C -3.065 -0.450 1.533 0.17 -0.37 -0.34
C -4.061 0.106 2.552 -0.40 0.14 0.19
H -2.818 -1.497 1.773 -0.15 0.19 -0.05
H -3.485 -0.458 0.516 0.04 0.01 0.31
H -5.000 -0.456 2.475 0.22 0.06 0.08
H -3.696 0.009 3.583 -0.14 -0.06 -0.32
H -4.300 1.160 2.370 0.04 -0.45 0.09
Br 4.105 -5.225 -3.745 -1.35 0.88 0.63
P 2.079 0.457 0.211 1.07 0.33 0.01
C 1.900 2.131 0.919 -0.64 0.08 0.05
C 3.184 2.859 1.307 0.49 0.16 0.06
H 1.251 2.030 1.805 0.20 0.02 -0.23
H 1.332 2.730 0.189 0.09 -0.21 0.10
H 2.917 3.834 1.733 0.05 -0.24 -0.09
H 3.754 2.314 2.070 -0.13 0.12 -0.17
H 3.838 3.048 0.447 -0.19 -0.08 0.23
C 3.433 -0.425 1.063 -0.23 -0.19 0.27
C 4.852 -0.157 0.573 0.47 0.11 -0.13
H 3.204 -1.497 0.956 0.10 0.22 0.09
H 3.341 -0.188 2.134 -0.04 -0.06 -0.19
H 5.549 -0.737 1.191 -0.14 0.14 -0.14
H 4.996 -0.475 -0.466 -0.05 0.10 0.19
H 5.140 0.898 0.658 -0.11 -0.28 -0.02
C 2.478 0.569 -1.564 -0.28 -0.24 -0.29
C 3.321 1.757 -2.038 0.27 0.27 -0.11
H 1.505 0.573 -2.082 0.20 0.03 0.03
H 2.966 -0.378 -1.840 -0.14 0.15 0.13
H 3.428 1.689 -3.129 -0.03 0.03 0.26
H 2.849 2.722 -1.818 0.09 -0.24 -0.02
H 4.333 1.758 -1.615 -0.32 -0.04 -0.05
N 0.344 -2.441 2.041 0.22 0.21 0.30
H 0.868 -3.260 1.730 -0.24 0.08 0.44
H -0.603 -2.729 2.289 0.34 -0.15 0.20
H 0.807 -2.044 2.861 -0.19 -0.46 0.02
```
Forces are in eV/Å.



# 4
Density functional theory data (ωB97M-V with the def2-TZVPD basis set) for 2 unconnected molecules or ions with the total composition C4H12 at a distorted geometry.

Values from the calculation:
ΔE to the lowest compared entry with this formula, charge and spin	33.44	kcal per mole
HOMO-LUMO gap (spin up / spin down)	0.102 / 0.434	hartree
net charge	-1
max |F|	3.16	eV/A
2S+1	2
HOMO energy (spin up / spin down)	0.05388 / -0.27366	Eh

```
16
Properties=species:S:1:pos:R:3:forces:R:3
C -0.373 1.803 -0.006 -0.25 -1.80 -0.16
C -0.140 2.977 1.023 1.28 -2.89 -0.04
H 0.571 1.473 -0.385 1.16 -0.05 -0.16
H -0.703 0.732 0.369 -0.18 2.44 -0.28
H -0.860 2.020 -0.988 -0.34 0.18 1.05
H 0.973 3.176 0.934 -1.47 0.90 -0.15
H -0.152 2.489 2.037 -0.61 0.80 -0.67
H -0.886 3.744 0.851 0.42 0.44 0.39
C 0.590 -2.289 0.247 0.15 2.23 -1.19
C -0.187 -2.328 -1.121 -1.14 -0.44 -1.68
H 1.656 -1.965 -0.037 -1.15 -1.25 0.78
H 0.314 -1.462 0.952 -0.25 -0.55 -0.77
H 0.393 -3.209 0.766 0.71 -0.51 0.31
H -0.401 -3.434 -1.418 0.59 1.71 0.45
H 0.459 -1.885 -1.972 -1.02 -0.62 1.31
H -1.255 -1.846 -1.251 2.12 -0.59 0.81
```
Forces are in eV/Å.



# 5
Density functional theory data (ωB97M-V with the def2-TZVPD basis set) for a molecular structure, C5H6O.

Values from the calculation:
ΔE to the lowest compared entry with this formula, charge and spin	148.55	kcal per mole
HOMO-LUMO gap	0.373	hartree
net charge	0
max |F|	0.47	eV/A
2S+1	1
HOMO energy	-0.34232	Eh

```
12
Properties=species:S:1:pos:R:3:forces:R:3
C 1.649 -0.796 0.240 0.42 0.10 -0.01
C 1.733 0.344 -0.456 -0.18 -0.37 0.23
C 0.321 0.089 -0.106 -0.20 0.29 -0.12
C -0.886 -0.243 -0.997 0.11 -0.24 -0.25
O -1.684 0.672 -0.234 -0.23 0.06 -0.01
C -0.630 0.971 0.692 0.18 0.16 0.28
H 2.235 -1.347 0.971 -0.10 0.06 -0.10
H 0.507 -1.172 0.489 -0.08 -0.06 -0.06
H -0.755 0.081 -2.035 -0.01 -0.04 0.15
H -1.279 -1.266 -0.972 0.08 0.12 0.04
H -0.864 0.638 1.710 0.04 0.02 -0.13
H -0.348 2.029 0.698 -0.04 -0.11 -0.02
```
Forces are in eV/Å.



# 6
Density functional theory data (ωB97M-V with the def2-TZVPD basis set) for a molecular structure, C13H15AlCl3N3O5S at a distorted geometry.

Values from the calculation:
ΔE to the lowest compared entry with this formula, charge and spin	5.35	kcal per mole
HOMO-LUMO gap	0.335	hartree
net charge	0
max |F|	1.19	eV/A
2S+1	1
HOMO energy	-0.32377	Eh

```
41
Properties=species:S:1:pos:R:3:forces:R:3
Al -0.854 1.142 -0.246 0.91 -0.35 0.68
Cl 4.392 6.401 0.066 0.11 0.09 0.01
C 3.083 5.274 -0.021 -0.09 -0.09 0.00
C 3.346 3.948 -0.312 0.01 -0.01 0.01
C 2.291 3.055 -0.374 -0.59 0.27 0.05
Cl 2.582 1.411 -0.795 0.05 -0.36 -0.04
C 0.961 3.449 -0.136 0.07 0.02 0.00
O -0.079 2.622 -0.166 0.72 0.41 0.00
C 0.749 4.805 0.138 0.11 -0.16 0.02
Cl -0.867 5.332 0.414 -0.09 0.10 0.04
C 1.791 5.711 0.199 -0.10 0.05 0.03
H 4.358 3.614 -0.486 -0.02 -0.03 -0.04
H 1.582 6.747 0.424 0.04 0.01 -0.01
O -2.511 1.052 0.392 -0.40 -0.18 -0.30
S -2.934 0.232 -0.872 -0.53 -0.20 -0.26
O -2.901 -1.173 -0.563 -0.06 -0.25 0.04
O -1.645 0.570 -1.726 -0.26 -0.05 0.04
O -4.110 0.742 -1.479 -0.07 0.20 -0.06
C -0.779 -3.752 -1.537 0.12 0.09 0.08
C -0.070 -2.651 -2.300 -0.07 -0.09 0.00
N 0.331 -1.589 -1.369 -0.27 -0.01 0.22
C -0.014 -1.587 -0.053 0.43 0.00 0.20
N -0.129 -0.426 0.584 0.08 0.27 -0.37
C -0.329 -0.483 2.042 0.06 0.05 -0.16
C -1.267 -1.627 2.379 0.14 0.06 -0.16
C -0.573 -2.902 1.946 0.00 0.09 0.13
N -0.092 -2.778 0.570 -0.18 0.12 -0.16
C 0.006 -3.980 -0.253 0.03 -0.03 -0.12
H -0.840 -4.661 -2.134 0.02 0.01 -0.02
H -1.784 -3.415 -1.277 -0.05 -0.10 -0.02
H -0.730 -2.230 -3.059 0.04 0.06 0.02
H 0.829 -3.034 -2.788 -0.04 -0.02 -0.03
H 0.301 -0.670 -1.773 0.07 0.10 -0.11
H -0.747 0.475 2.352 0.02 -0.03 0.11
H 0.640 -0.615 2.535 -0.05 0.08 0.06
H -2.182 -1.490 1.803 -0.13 -0.02 0.08
H -1.501 -1.665 3.442 0.03 0.01 0.00
H -1.250 -3.754 2.001 0.00 -0.01 -0.06
H 0.281 -3.097 2.603 -0.04 -0.11 0.00
H -0.389 -4.818 0.316 0.01 0.04 0.07
H 1.056 -4.187 -0.484 -0.02 -0.06 0.04
```
Forces are in eV/Å.



# 7
Density functional theory data (ωB97M-V with the def2-TZVPD basis set) for a molecular structure, C5H7FO at a distorted geometry.

Values from the calculation:
ΔE to the lowest compared entry with this formula, charge and spin	74.30	kcal per mole
HOMO-LUMO gap	0.360	hartree
net charge	0
max |F|	6.43	eV/A
2S+1	1
HOMO energy	-0.32270	Eh

```
14
Properties=species:S:1:pos:R:3:forces:R:3
C 1.117 0.571 0.240 0.18 -0.36 -1.20
C 0.821 -0.233 -1.047 2.86 -0.18 1.02
C 2.281 -0.352 0.220 -3.71 3.51 -3.90
C -0.150 -0.309 0.006 1.00 -0.44 1.00
C -1.489 0.379 -0.004 -0.05 0.20 -0.49
O -0.218 -1.520 0.729 -0.47 0.01 0.82
F 3.447 0.076 -0.320 -0.48 -0.35 0.66
H 1.086 1.661 0.286 0.16 -0.35 0.33
H 1.050 -0.164 -2.129 -0.43 0.28 1.11
H 2.221 -1.220 0.740 0.60 -2.46 1.35
H -1.261 1.427 -0.222 -0.57 0.02 0.07
H -2.073 0.271 0.947 0.80 0.04 -0.88
H -2.053 -0.049 -0.854 -0.08 0.30 0.52
H 0.028 -2.246 0.164 0.18 -0.21 -0.41
```
Forces are in eV/Å.



# 8
Density functional theory data (ωB97M-V with the def2-TZVPD basis set) for 2 unconnected molecules or ions with the total composition C14H16 at a distorted geometry.

Values from the calculation:
ΔE to the lowest compared entry with this formula, charge and spin	13.17	kcal per mole
HOMO-LUMO gap	0.361	hartree
net charge	0
max |F|	1.60	eV/A
SMILES	Cc1ccccc1.Cc1ccccc1
2S+1	1
HOMO energy	-0.32914	Eh

```
30
Properties=species:S:1:pos:R:3:forces:R:3
C -1.864 -1.147 0.785 1.12 -0.07 -0.97
C -2.237 0.294 0.872 -0.61 0.86 1.21
C -1.534 1.107 1.768 1.01 -0.44 -0.56
C -1.904 2.388 2.120 -0.73 0.04 0.51
C -3.123 2.888 1.655 0.46 -0.19 0.06
C -3.799 2.138 0.713 -0.43 -0.01 -0.18
C -3.380 0.872 0.322 0.54 -0.13 -0.73
H -1.948 -1.532 -0.230 -0.59 -0.22 -0.01
H -2.386 -1.761 1.510 -0.33 -0.07 -0.09
H -0.794 -1.287 0.972 -0.02 0.19 0.29
H -0.568 0.723 2.085 -0.15 0.02 0.39
H -1.313 2.911 2.865 -0.03 0.15 -0.23
H -3.536 3.830 1.996 0.19 0.02 -0.06
H -4.706 2.531 0.274 -0.06 0.06 -0.06
H -3.852 0.407 -0.541 -0.32 -0.22 0.41
C 3.039 1.005 -2.107 -0.23 0.56 0.32
C 2.730 -0.336 -1.524 0.55 -1.08 -0.65
C 1.894 -1.241 -2.187 -1.04 0.95 0.60
C 1.483 -2.407 -1.564 0.41 -0.56 0.26
C 2.046 -2.777 -0.344 0.63 -0.42 -0.35
C 3.007 -1.976 0.261 -0.80 0.65 -0.29
C 3.340 -0.772 -0.355 0.28 0.37 0.69
H 2.593 1.151 -3.091 0.23 -0.13 -0.04
H 4.099 1.253 -2.104 0.16 -0.29 -0.30
H 2.611 1.778 -1.469 -0.24 0.09 0.09
H 1.384 -0.896 -3.079 0.14 -0.18 -0.21
H 0.751 -3.084 -1.995 0.13 0.22 -0.24
H 1.897 -3.783 0.028 -0.50 0.15 0.30
H 3.330 -2.187 1.272 0.48 -0.24 -0.20
H 4.090 -0.125 0.105 -0.25 -0.08 0.04
```
Forces are in eV/Å.